{"formula": "C21H24NO3", "method": "ωB97M-V with the def2-TZVPD basis set", "species": ["C", "H", "H", "H", "H", "H", "O", "N", "C", "C", "C", "H", "H", "H", "C", "H", "C", "H", "H", "C", "H", "H", "C", "C", "H", "C", "H", "C", "C", "C", "H", "H", "H", "H", "C", "C", "C", "C", "O", "C", "H", "C", "C", "O", "H", "C", "H", "H", "H"], "coordinates": [[4.32, -1.21, 0.71], [4.81, -1.15, 1.67], [-1.18, -1.89, -1.33], [-1.43, 0.54, -1.70], [-0.65, 4.44, 0.58], [3.07, 0.76, 2.14], [-5.31, -1.88, -0.88], [-0.57, 2.39, 0.10], [-1.87, 2.04, 0.70], [0.72, 0.55, -1.85], [-0.75, -0.89, 2.38], [-2.33, 1.19, 0.19], [0.99, 3.79, 0.35], [-2.54, 2.89, 0.64], [-1.84, -1.65, 1.98], [2.57, -1.41, -2.69], [4.35, -1.85, -1.59], [2.44, -0.83, 2.64], [-5.82, -1.18, -1.32], [0.01, -0.82, 0.08], [-0.79, 1.34, -3.14], [-2.57, -1.96, 2.72], [-1.07, -1.61, -0.29], [1.01, -0.31, -0.87], [4.86, -2.28, -2.44], [-0.68, 2.54, -1.37], [-3.14, -3.37, -0.58], [0.15, -0.45, 1.42], [2.39, -0.79, -0.66], [0.00, 3.58, 0.75], [0.09, 3.40, 1.82], [5.98, -2.16, -0.23], [0.09, 1.60, 0.28], [-1.73, 1.77, 1.75], [-4.10, -1.48, -0.53], [-3.31, -2.57, 0.16], [4.98, -1.78, -0.36], [-2.02, -1.98, 0.65], [1.14, 0.49, 1.72], [3.02, -0.71, 0.59], [-3.91, -2.99, 0.96], [2.43, -0.08, 1.83], [3.07, -1.35, -1.74], [-3.68, -0.36, -0.74], [1.51, 0.90, -2.49], [-0.63, 1.18, -2.07], [-0.61, -0.61, 3.41], [0.15, 3.15, -1.72], [-1.62, 3.06, -1.60]], "total_energy_ev": -29793.821, "e_homo_ev": -11.57, "total_charge": 1, "spin_multiplicity": 1, "orbital_gap_ev": 9.452, "relative_energy_kcal_mol": 0.0}

{"formula": "C21H24NO3Ru", "method": "ωB97M-V with the def2-TZVPD basis set", "species": ["C", "H", "O", "H", "H", "H", "H", "Ru", "C", "H", "H", "C", "C", "C", "H", "O", "H", "C", "C", "H", "H", "C", "H", "C", "C", "H", "N", "C", "C", "H", "C", "O", "C", "H", "C", "C", "C", "H", "C", "H", "C", "H", "H", "H", "C", "H", "H", "C", "H", "H"], "coordinates": [[-0.62, -4.80, 0.39], [-0.28, 4.84, 0.72], [-2.26, 0.93, 0.17], [-0.05, 0.32, -3.69], [-3.95, 0.61, -1.19], [0.15, -1.21, -2.82], [2.06, -4.94, 0.30], [0.08, 0.79, 0.34], [0.19, -0.13, -2.76], [-2.85, 1.94, -1.45], [-1.31, 4.26, -0.63], [1.90, 1.04, 0.79], [-2.81, 1.96, 1.02], [2.00, -1.42, 0.42], [-1.98, 3.73, 1.74], [-0.45, 2.78, 0.70], [-2.06, -1.04, 1.01], [-2.09, 0.10, -2.00], [4.11, -0.06, 0.42], [-3.58, 1.55, 1.73], [1.22, 0.04, -2.44], [2.55, 2.29, 1.00], [3.56, -2.94, 0.13], [2.77, -0.15, 0.53], [4.80, 1.19, 0.52], [-2.35, -0.98, -2.03], [0.64, -1.30, 0.26], [-0.38, 4.10, -0.05], [-1.65, 2.72, 1.58], [-2.23, 0.48, -3.03], [-2.44, -3.16, 0.92], [-0.66, 0.33, -1.75], [2.49, -2.73, 0.36], [-3.42, -2.94, 1.30], [4.09, 2.30, 0.86], [1.73, -3.89, 0.32], [0.35, -3.72, 0.31], [5.82, 1.50, 0.26], [-2.00, -4.43, 0.76], [0.49, 4.05, -0.73], [-2.88, 0.95, -1.08], [4.52, -0.96, -0.11], [-2.84, -5.20, 0.64], [2.08, 3.25, 0.97], [-1.69, -2.06, 0.72], [-0.33, -5.80, 0.30], [4.67, 3.28, 0.90], [-0.21, -2.36, 0.43], [-3.55, 2.60, 0.45], [-1.33, 2.29, 2.52]], "total_energy_ev": -32346.437, "s_squared": 6.06, "e_homo_ev": [-18.03, -18.09], "total_charge": 3, "spin_multiplicity": 5, "orbital_gap_ev": [7.236, 4.864]}

Question: What is the formula in the second record?
Answer: C21H24NO3Ru